[1]
94
Properties=species:S:1:pos:R:3:lowdin_charge:R:1 method="wB97M-V/def2-TZVPD" lumo_ha=-0.1597 total_charge=0
Mg -2.41765 -4.54059 1.18355 1.4438
Mg 1.56283 2.19628 1.78263 1.2432
O 3.53585 -9.20803 -5.89652 0.0693
C 3.47341 -8.44095 -4.87525 -0.3479
O 2.50890 -7.62588 -4.73679 0.2776
B 2.78217 -6.91384 -3.51665 -0.8832
O 4.09644 -7.24985 -3.03478 0.2512
C 4.57345 -8.21515 -3.78432 -0.3074
O 5.66908 -8.82866 -3.61613 0.0894
O 1.68968 -7.14025 -2.53959 0.2314
C 1.20191 -5.95932 -2.13132 -0.2734
O 0.19772 -5.78281 -1.33373 0.0010
C 1.98085 -4.82795 -2.89736 -0.3286
O 2.84364 -5.39524 -3.74784 0.2021
O 1.77085 -3.58064 -2.81321 0.0508
N -0.11405 -5.49919 4.60922 -0.7322
O 0.29042 -6.57899 4.84999 0.0182
O -0.48329 -5.17444 3.50387 -0.0959
O -0.17457 -4.80141 5.59644 -0.0245
N -1.20437 -0.50072 0.38295 -0.6161
O -2.08203 0.10534 -0.22670 -0.0069
O -1.39381 -1.68195 0.72634 -0.0628
O -0.16779 0.09614 0.74603 -0.0852
As -1.44623 2.93727 5.79894 0.9456
F -1.85907 4.66768 5.62131 -0.2920
F 0.10898 3.41887 6.59578 -0.3170
F -0.98535 1.18864 6.03243 -0.3132
F -2.89877 2.46800 4.79339 -0.3129
F -0.51046 2.85141 4.24464 -0.3471
F -2.32566 2.97334 7.38463 -0.2920
C -4.33787 -3.86657 -1.79397 -0.0258
O -4.26225 -3.72602 -0.33170 -0.2634
C -5.44674 -3.13215 0.19390 -0.1621
C -5.26638 -2.59605 1.63128 -0.1185
O -4.32366 -3.44729 2.36404 -0.2678
C -4.43191 -3.18844 3.76895 -0.0533
H -4.62489 -2.95137 -2.31179 0.0954
H -5.22789 -4.46667 -1.98330 0.0971
H -3.43432 -4.22168 -2.28955 0.1056
H -6.26162 -3.85585 0.17626 0.1330
H -5.70930 -2.37054 -0.54035 0.1322
H -6.20569 -2.81569 2.13878 0.1246
H -5.12474 -1.51735 1.69792 0.1445
H -3.88880 -2.26311 3.96108 0.1146
H -4.10174 -4.11842 4.23179 0.1061
H -5.41855 -3.03776 4.20707 0.0992
C 2.91913 4.94440 3.57427 -0.0778
O 3.06055 3.55121 3.31841 -0.2339
C 4.35046 3.06918 3.79596 -0.1312
C 3.95098 1.71111 4.35470 -0.1793
O 2.99090 1.10672 3.48927 -0.2362
C 2.74915 -0.19158 4.06835 -0.0522
H 3.61989 5.61936 4.06567 0.1001
H 2.23434 4.86782 4.41884 0.1076
H 2.57284 5.54389 2.73237 0.0905
H 4.90023 3.65713 4.53092 0.1389
H 5.09627 2.93216 3.01296 0.1275
H 3.53343 1.81622 5.35605 0.1508
H 4.84493 1.08750 4.34687 0.1361
H 2.29607 -0.83685 3.31572 0.1013
H 2.01889 -0.19214 4.87755 0.1113
H 3.61382 -0.74050 4.44135 0.1031
C -0.31547 4.52545 0.16145 -0.0126
O 0.93290 3.79864 0.18718 -0.2356
C 1.71033 4.10894 -0.89839 -0.1977
C 2.66768 2.93384 -1.27849 -0.1444
O 3.00392 2.15862 -0.14837 -0.2275
C 3.91509 1.16086 -0.46358 -0.0784
H -1.11978 3.92746 0.58995 0.1091
H -0.65968 4.88408 -0.80860 0.1038
H -0.15932 5.36346 0.84075 0.1049
H 2.27597 5.01287 -0.67241 0.1361
H 1.16393 4.36700 -1.80557 0.1310
H 3.58974 3.35111 -1.68322 0.1388
H 2.19472 2.44465 -2.13002 0.1400
H 3.73303 0.60185 -1.38144 0.1195
H 3.77470 0.34252 0.24261 0.0982
H 4.94390 1.46395 -0.26917 0.1103
C -2.34432 0.90051 -5.35701 -0.0477
O -2.44150 2.28817 -5.89393 -0.1745
C -1.99397 3.26011 -4.99123 -0.2543
C -2.46348 4.68637 -5.38479 -0.2061
O -1.82193 5.26262 -6.48892 -0.1725
C -0.59219 5.92068 -6.22354 -0.1019
H -1.31118 0.64789 -5.11849 0.0813
H -2.74473 0.17111 -6.06111 0.0832
H -2.93196 0.82828 -4.44182 0.0769
H -0.90401 3.26525 -4.98383 0.1056
H -2.16034 3.06885 -3.93112 0.1135
H -2.62889 5.33933 -4.52783 0.1208
H -3.44179 4.36926 -5.74595 0.1233
H -0.06080 5.75329 -7.16040 0.0863
H 0.08588 5.47610 -5.49507 0.0788
H -0.80537 6.98935 -6.19908 0.0885

[2]
78
Properties=species:S:1:pos:R:3:lowdin_charge:R:1 method="wB97M-V/def2-TZVPD" lumo_ha=0.0032 total_charge=0 smiles="O=S1(=O)CCCC1.O=S1(=O)CCCC1.BrCCBr.BrCCBr.BrCCBr.BrCCBr.BrCCBr.BrCCBr"
C 3.91140 2.50719 1.17675 -0.1993
C 2.88698 3.42607 0.56393 -0.2650
C 1.75389 2.59709 -0.02989 -0.2791
S 1.70716 1.06909 0.82113 0.6575
O 2.20097 -0.00968 0.00068 -0.3281
O 0.42625 0.94466 1.47376 -0.3285
C 3.16901 1.34614 1.86853 -0.2056
H 4.55198 3.03905 1.87816 0.1195
H 4.53170 2.06892 0.39640 0.1198
H 3.31392 4.13693 -0.17590 0.1256
H 2.37451 4.12398 1.27485 0.0700
H 1.96375 2.42769 -1.12086 0.1377
H 0.77021 3.08681 0.04731 0.0293
H 3.58239 0.36240 1.87915 0.0598
H 2.84605 1.70289 2.84655 0.0602
C -1.55385 -2.39533 -0.67706 -0.1863
C -2.49471 -1.47560 0.20333 -0.1832
C -2.77557 -0.19406 -0.60242 -0.1682
S -1.31194 -0.07320 -1.78080 0.6315
O -0.70052 1.20998 -1.74441 -0.3122
O -1.77724 -0.34791 -3.09750 -0.3123
C -0.45629 -1.43814 -1.11010 -0.2551
H -1.99198 -2.77292 -1.52761 0.0696
H -1.15588 -3.12556 0.03636 0.1237
H -2.02777 -1.26444 1.10874 0.0673
H -3.44838 -1.93233 0.40362 0.1015
H -2.77765 0.74666 -0.05167 0.0413
H -3.54290 -0.24820 -1.33346 0.0840
H 0.09317 -1.10858 -0.19906 0.0918
H 0.28574 -1.72690 -1.85725 0.1025
Br -3.61409 -2.25181 3.88053 0.6568
C -4.16265 -0.40832 3.97226 -0.7122
C -3.02982 0.54398 3.74263 -0.7095
Br -3.21078 2.16350 4.79494 0.6466
H -4.70843 -0.29482 4.92277 0.0509
H -4.94041 -0.25329 3.20088 0.0688
H -2.92937 0.83433 2.71228 0.0433
H -2.15884 0.01230 3.99099 -0.0114
Br 0.33651 5.63291 0.28415 0.7192
C -1.32685 4.78492 -0.32838 -0.6799
C -2.22840 4.17294 0.72348 -0.6813
Br -3.84784 3.49539 -0.09209 0.6722
H -1.04430 4.05929 -1.11217 0.0534
H -1.96225 5.57875 -0.82389 0.0701
H -2.51259 4.90023 1.52099 0.0785
H -1.77778 3.28902 1.13291 0.0280
Br 0.17287 -6.79186 -2.56545 0.6607
C -0.28451 -4.96829 -2.24518 -0.7561
C -0.37921 -4.23778 -3.61607 -0.5978
Br 1.47817 -3.72444 -4.26290 0.5442
H 0.44501 -4.45654 -1.68457 -0.0798
H -1.32247 -5.00658 -1.83218 0.0677
H -0.93280 -3.30870 -3.58956 0.0329
H -0.87397 -4.80817 -4.35439 0.0304
Br 1.10498 1.88981 5.23848 0.6022
C 0.57894 0.04311 4.61766 -0.6359
C 1.82310 -0.75832 4.57606 -0.6731
Br 1.37508 -2.68728 4.41157 0.6215
H 0.16611 0.29990 3.67403 -0.0047
H -0.12285 -0.24171 5.42403 0.0647
H 2.41168 -0.48584 5.48299 0.0687
H 2.37810 -0.49832 3.70939 0.0115
Br 2.38463 -4.45249 0.04963 0.7144
C 3.79698 -3.69216 1.10218 -0.6830
C 4.62686 -2.79570 0.16054 -0.6332
Br 6.02354 -1.77774 1.16960 0.5591
H 4.34750 -4.59109 1.46211 0.0691
H 3.33278 -3.11491 1.88149 0.0068
H 4.00395 -1.93115 -0.12199 0.0243
H 5.12532 -3.32914 -0.61534 0.0438
Br -1.17218 -0.37344 -7.57439 0.5904
C -1.11817 1.03117 -6.19064 -0.6781
C -2.12259 2.06602 -6.52801 -0.7845
Br -1.73193 3.68565 -5.64297 0.6624
H -0.09869 1.44196 -6.23714 0.0575
H -1.28651 0.50472 -5.27627 0.0134
H -3.19538 1.84750 -6.23156 0.0835
H -2.17080 2.27979 -7.58472 0.0337

[3]
80
Properties=species:S:1:pos:R:3:lowdin_charge:R:1 method="wB97M-V/def2-TZVPD" lumo_ha=0.0047 total_charge=0 smiles=BrCCBr.BrCCBr.BrCCBr.BrCCBr.BrCCBr.BrCCBr.BrCCBr.BrCCBr.BrCCBr.BrCCBr
Br 9.72632 8.16879 6.53503 0.6231
C 11.54255 7.46660 6.80317 -0.6756
C 12.57323 8.53147 7.13438 -0.6739
Br 12.10212 9.43773 8.82678 0.6055
H 11.84004 7.01941 5.85725 0.0320
H 11.51876 6.75379 7.61894 0.0151
H 12.60903 9.34616 6.42635 -0.0143
H 13.53093 8.05857 7.32048 -0.0168
Br 12.48414 4.05853 4.70706 0.6781
C 13.42005 2.34999 4.84220 -0.6919
C 14.74635 2.40085 4.13710 -0.7152
Br 15.70027 0.70687 4.37879 0.6070
H 12.76885 1.64673 4.33234 0.0599
H 13.52385 2.03379 5.87507 0.0038
H 15.40983 3.19834 4.44200 0.0282
H 14.56756 2.47835 3.06795 0.0523
Br 5.94069 6.01613 3.70011 0.6050
C 6.94562 7.47742 4.54472 -0.7479
C 6.44699 8.77211 3.94719 -0.6604
Br 6.97423 10.30884 5.04440 0.6566
H 7.97950 7.28084 4.29619 0.0069
H 6.81722 7.49234 5.62253 0.0291
H 5.36752 8.83639 3.93647 0.0399
H 6.84584 8.94825 2.95455 0.0580
Br 15.07902 8.68028 4.20632 0.6268
C 14.27223 7.94415 2.57599 -0.6767
C 12.80180 8.27663 2.64084 -0.7146
Br 12.01659 7.68072 0.94494 0.6281
H 14.44675 6.87696 2.56318 0.0502
H 14.73287 8.43393 1.72816 0.0527
H 12.67689 9.34885 2.72780 0.0120
H 12.28698 7.77009 3.44980 0.0405
Br 14.23450 5.71528 8.42170 0.6508
C 15.19044 4.54793 9.66727 -0.6469
C 15.40258 3.14697 9.17994 -0.6665
Br 16.23038 3.00087 7.40742 0.6347
H 14.56999 4.47656 10.55921 0.0677
H 16.08515 5.11352 9.88182 0.0536
H 14.52299 2.51833 9.18446 0.0140
H 16.12314 2.68088 9.85277 0.0617
Br 15.39200 12.24185 5.57017 0.5877
C 14.10883 12.15997 7.07129 -0.6940
C 14.43434 13.22953 8.08920 -0.6934
Br 13.20183 13.08134 9.55805 0.6381
H 14.25928 11.19005 7.53411 0.0199
H 13.12491 12.20860 6.62316 0.0206
H 14.33984 14.22953 7.67874 0.0583
H 15.46817 13.07332 8.38747 0.0413
Br 11.76555 2.72438 8.16111 0.6583
C 10.20608 2.90796 6.99471 -0.7016
C 9.49259 4.18022 7.35679 -0.6463
Br 8.09453 4.51513 5.99101 0.6288
H 9.58021 2.03508 7.12187 0.0604
H 10.53617 2.99670 5.96268 -0.0385
H 10.09437 5.07707 7.35136 0.0086
H 8.89973 4.12894 8.26263 0.0561
Br 14.46460 8.53724 12.23830 0.6331
C 15.16188 10.12949 11.40731 -0.7372
C 15.29109 11.21643 12.44922 -0.6826
Br 16.02653 12.82402 11.58338 0.6002
H 14.56071 10.44460 10.56404 -0.0044
H 16.18288 9.96019 11.06719 0.0562
H 15.95731 10.96372 13.27098 0.0511
H 14.37523 11.51070 12.96181 0.0576
Br 10.93278 10.99042 4.65439 0.6465
C 9.76939 10.78360 3.09167 -0.7226
C 10.32749 11.55083 1.91769 -0.7072
Br 9.02320 11.52392 0.48627 0.6457
H 8.77311 11.13846 3.36250 -0.0358
H 9.61466 9.73046 2.86099 0.0554
H 11.23578 11.05517 1.57893 0.0402
H 10.57336 12.58652 2.11190 0.0533
Br 9.53151 11.54031 10.65253 0.6004
C 8.69933 12.03584 8.98930 -0.7045
C 9.47015 13.12109 8.25567 -0.7047
Br 9.54949 14.76109 9.29978 0.5926
H 7.68047 12.38968 9.13169 0.0596
H 8.68347 11.14399 8.36457 0.0424
H 9.01958 13.34781 7.29606 0.0556
H 10.48467 12.77305 8.06754 0.0124

Number 1: E_HOMO -7.786 eV. Number 2: E_HOMO -9.960 eV. Number 3: E_HOMO -9.691 eV.